(1)
A structure of composition C38H46N11O2PPt, computed with ωB97M-V/def2-TZVPD.

## Properties
- frontier orbital gap (alpha / beta) (eV) = 6.7 / 5.2
- multiplicity = 5
- LUMO energy (alpha / beta) (eV) = -9.829 / -12.239
- total charge = +4
- HOMO (alpha / beta) (eV) = -16.6 / -17.4
- energy (eV) = -73137.8618

Last column: Löwdin spin population.
Atoms and positions in Å:
Pt (-0.98, 0.25, 0.38)  1.775
C (-3.69, 3.94, 3.73)  0.001
N (-2.58, 3.20, 3.15)  0.003
C (-1.26, 3.40, 3.43)  0.005
C (-0.56, 2.50, 2.67)  0.015
N (-1.44, 1.77, 1.94)  0.132
C (-2.67, 2.20, 2.24)  0.005
P (-4.25, 1.62, 1.52)  0.000
C (-3.88, -0.15, 1.77)  0.008
N (-2.67, -0.71, 1.78)  0.165
C (-2.81, -1.98, 2.24)  0.013
C (-4.13, -2.20, 2.53)  0.006
N (-4.79, -1.04, 2.24)  0.004
C (-6.22, -0.82, 2.44)  0.001
C (-3.71, 1.84, -0.21)  0.005
N (-2.49, 1.64, -0.70)  0.111
C (-2.48, 2.11, -1.98)  0.008
C (-3.72, 2.61, -2.27)  0.004
N (-4.48, 2.44, -1.16)  0.003
C (-5.87, 2.86, -1.02)  0.001
H (-3.31, 4.65, 4.45)  0.000
H (-4.39, 3.27, 4.23)  0.000
H (-4.23, 4.50, 2.96)  0.000
H (-0.92, 4.15, 4.12)  0.001
H (0.50, 2.37, 2.60)  0.001
H (-1.97, -2.63, 2.39)  0.001
H (-4.63, -3.07, 2.92)  0.001
H (-6.71, -1.77, 2.63)  0.000
H (-6.67, -0.37, 1.55)  0.000
H (-6.39, -0.17, 3.30)  0.000
H (-1.61, 2.08, -2.60)  0.000
H (-4.09, 3.08, -3.17)  0.001
H (-6.29, 3.03, -2.01)  0.000
H (-5.95, 3.79, -0.46)  0.000
H (-6.46, 2.09, -0.53)  0.000
N (3.87, 0.51, -5.44)  0.016
C (5.08, 0.91, -5.96)  0.055
C (5.79, 0.55, -7.07)  0.084
C (7.08, 1.12, -7.23)  0.253
C (7.65, 1.98, -6.27)  0.007
C (6.95, 2.33, -5.14)  0.151
C (5.66, 1.75, -4.94)  0.146
N (4.84, 1.80, -3.89)  0.079
C (3.76, 1.07, -4.21)  0.124
C (2.63, 0.93, -3.30)  0.002
C (2.66, 1.62, -2.08)  0.030
C (1.60, 1.49, -1.21)  0.006
N (0.54, 0.71, -1.46)  0.130
C (0.50, 0.05, -2.62)  0.002
C (1.51, 0.14, -3.57)  0.024
H (3.19, -0.04, -5.93)  0.000
H (5.42, -0.18, -7.77)  0.002
H (7.64, 0.90, -8.13)  0.010
H (8.63, 2.39, -6.44)  -0.003
H (7.33, 3.07, -4.45)  0.005
H (3.49, 2.27, -1.85)  0.001
H (1.58, 2.04, -0.28)  0.001
H (-0.38, -0.54, -2.83)  0.000
H (1.40, -0.40, -4.50)  0.002
O (1.15, -0.07, 1.46)  0.089
C (1.22, -0.66, 2.57)  0.005
O (0.37, -1.41, 3.09)  0.002
C (2.50, -0.39, 3.43)  0.005
N (2.26, -1.04, 4.77)  0.001
C (2.31, 0.02, 5.83)  0.000
C (1.94, 1.28, 5.07)  0.000
C (2.71, 1.10, 3.75)  0.000
H (3.36, -0.83, 2.93)  0.000
H (2.89, -1.81, 4.97)  0.000
H (1.30, -1.43, 4.63)  0.000
H (3.33, 0.08, 6.22)  0.000
H (1.64, -0.24, 6.65)  0.000
H (2.24, 2.18, 5.60)  0.000
H (0.87, 1.32, 4.90)  0.000
H (3.76, 1.32, 3.89)  0.000
H (2.34, 1.72, 2.94)  0.000
C (1.86, -4.72, 1.08)  0.000
N (1.04, -4.06, 0.04)  0.001
C (1.84, -3.11, -0.77)  0.000
C (-0.17, -3.38, 0.63)  0.008
C (-1.16, -2.97, -0.43)  0.064
C (-1.69, -3.98, -1.24)  0.016
C (-2.63, -3.70, -2.22)  0.019
C (-3.06, -2.40, -2.39)  0.011
C (-2.57, -1.40, -1.57)  0.061
C (-1.59, -1.65, -0.61)  0.309
H (2.70, -5.24, 0.63)  0.000
H (1.26, -5.44, 1.63)  0.000
H (2.23, -3.96, 1.77)  0.000
H (0.69, -4.79, -0.59)  0.000
H (2.19, -2.31, -0.12)  0.000
H (1.21, -2.68, -1.55)  0.000
H (2.69, -3.62, -1.22)  0.000
H (0.18, -2.51, 1.19)  0.002
H (-0.63, -4.08, 1.32)  0.000
H (-1.39, -5.01, -1.08)  0.003
H (-3.04, -4.51, -2.82)  0.001
H (-3.81, -2.16, -3.14)  0.001
H (-2.97, -0.40, -1.71)  0.006



(2)
A cluster of 2 separate species, C3H7NO2S in total in a non-equilibrium geometry, computed with ωB97M-V/def2-TZVPD.

## Properties
- frontier orbital gap (eV) = 7.1
- LUMO energy (eV) = -1.674
- HOMO (eV) = -8.8
- energy (eV) = -19641.3138

Last column: Löwdin charge in e.
Atoms and positions in Å:
O (1.03, 0.93, 1.00)  0.095
C (0.90, -0.15, 0.22)  -0.628
O (1.70, -1.02, 0.22)  0.184
C (0.19, 0.05, -1.31)  -0.297
C (-0.64, -0.65, -0.35)  -0.640
S (-1.94, 0.17, 0.36)  0.648
N (-0.15, 1.33, -1.65)  0.081
H (0.14, 1.10, 1.37)  0.084
H (0.73, -0.49, -2.07)  0.156
H (-0.73, -1.70, -0.58)  0.106
H (-0.40, -1.27, 2.53)  0.010
H (-0.24, -1.83, 2.98)  0.057
H (0.51, 2.03, -1.35)  0.112
H (-1.11, 1.51, -1.36)  0.033



(3)
An isolated molecule of C4H13N3 in a non-equilibrium geometry, computed with ωB97M-V/def2-TZVPD.

## Properties
- structure (SMILES) = NCC[C@H](N)CN
- frontier orbital gap (eV) = 10.1
- LUMO energy (eV) = 1.164
- HOMO (eV) = -8.9
- energy (eV) = -8828.8831

Last column: Löwdin charge in e.
Atoms and positions in Å:
N (-1.16, 0.16, -1.53)  0.043
C (-0.03, -0.10, -0.66)  -0.448
C (-0.48, -0.30, 0.76)  -0.176
C (-1.01, 0.98, 1.43)  -0.314
N (0.00, 1.99, 1.61)  0.002
C (0.85, -1.24, -1.16)  -0.252
N (2.22, -1.15, -0.57)  -0.006
H (-0.92, 0.25, -2.51)  0.073
H (-1.97, -0.44, -1.44)  0.072
H (0.61, 0.78, -0.76)  0.129
H (0.34, -0.72, 1.35)  0.109
H (-1.35, -0.97, 0.85)  0.118
H (-1.86, 1.29, 0.81)  0.099
H (-1.46, 0.67, 2.38)  0.108
H (0.55, 2.12, 0.77)  0.054
H (-0.37, 2.89, 1.89)  0.066
H (0.36, -2.21, -0.98)  0.113
H (0.98, -1.15, -2.23)  0.098
H (2.14, -0.75, 0.37)  0.054
H (2.56, -2.08, -0.37)  0.058



(4)
A structure of composition C15H17AuF6N3O7PS3, computed with ωB97M-V/def2-TZVPD.

## Properties
- frontier orbital gap (eV) = 5.1
- LUMO energy (eV) = -9.234
- total charge = +2
- HOMO (eV) = -14.4
- energy (eV) = -96407.2192

Last column: Löwdin charge in e.
Atoms and positions in Å:
Au (-1.02, 1.15, -0.55)  1.208
F (1.85, 4.46, 1.09)  0.215
C (1.31, 3.73, 0.16)  -0.672
F (2.04, 3.74, -0.94)  0.181
F (1.22, 2.44, 0.59)  0.075
S (-0.42, 4.27, -0.23)  0.667
O (-0.86, 3.12, -1.11)  -0.466
O (-0.37, 5.49, -0.93)  -0.164
N (-1.07, 4.31, 1.16)  -0.266
S (-2.13, 3.37, 1.84)  0.664
O (-3.42, 3.93, 2.00)  -0.188
O (-2.11, 2.02, 1.23)  -0.425
C (-1.37, 3.11, 3.51)  -0.691
F (-1.10, 4.27, 4.06)  0.202
F (-2.23, 2.43, 4.24)  0.185
F (-0.26, 2.40, 3.35)  0.146
C (-1.74, -2.22, -3.21)  0.034
O (-1.16, -0.86, -3.04)  -0.229
P (-1.84, 0.41, -2.55)  0.537
O (-3.31, 0.15, -2.22)  -0.219
C (-4.38, 1.15, -1.96)  0.038
O (-1.70, 1.59, -3.50)  -0.209
C (-0.51, 2.25, -4.08)  0.027
H (-2.11, -2.29, -4.23)  0.112
H (-2.53, -2.37, -2.48)  0.098
H (-0.91, -2.90, -3.04)  0.102
H (-4.80, 0.88, -1.00)  0.108
H (-5.10, 1.03, -2.76)  0.113
H (-3.95, 2.15, -1.95)  0.095
H (-0.86, 3.22, -4.40)  0.116
H (-0.17, 1.64, -4.91)  0.109
H (0.24, 2.35, -3.30)  0.081
S (1.19, -4.45, 2.00)  1.073
C (0.58, -2.99, 1.24)  -0.469
C (1.08, -2.50, 0.02)  -0.019
C (0.55, -1.37, -0.54)  -0.101
N (-0.46, -0.70, 0.06)  -0.120
C (-0.97, -1.16, 1.22)  -0.074
C (-0.47, -2.29, 1.83)  -0.027
C (2.94, -4.06, 2.02)  -0.516
C (3.46, -3.38, 3.11)  -0.067
C (4.83, -3.11, 3.11)  -0.113
N (5.64, -3.48, 2.13)  0.088
C (5.13, -4.15, 1.11)  -0.115
C (3.78, -4.47, 1.00)  -0.083
H (1.90, -3.00, -0.48)  0.123
H (0.92, -0.97, -1.47)  0.122
H (-1.77, -0.58, 1.66)  0.124
H (-0.90, -2.62, 2.76)  0.131
H (2.84, -3.07, 3.94)  0.112
H (5.28, -2.58, 3.94)  0.120
H (5.83, -4.46, 0.34)  0.119
H (3.42, -5.05, 0.17)  0.111